The following is a DFT calculation (ωB97M-V/def2-TZVPD) of 12 unconnected molecules or ions with the total composition C56H76F4N8 in a non-equilibrium geometry.

Its largest force on an atom is 3.03 eV/Å. Its charge is 0. Its structure (SMILES) is Fc1ccccc1.Fc1ccccc1.Fc1ccccc1.Fc1ccccc1.CCCC#N.CCCC#N.CCCC#N.CCCC#N.CCCC#N.CCCC#N.CCCC#N.CCCC#N. As for the LUMO energy: 0.3 eV. The gap between HOMO and LUMO is 9.01 eV.

Element x y z (Å)
F: -1.921 -0.377 6.302
C: -2.248 0.888 6.440
C: -2.121 1.781 5.362
C: -2.438 3.117 5.585
C: -3.014 3.532 6.786
C: -3.122 2.651 7.849
C: -2.787 1.319 7.680
H: -1.692 1.451 4.428
H: -2.367 3.793 4.745
H: -3.288 4.575 6.847
H: -3.567 2.952 8.786
H: -3.008 0.641 8.491
F: -2.411 -1.200 -4.115
C: -2.779 -1.213 -5.423
C: -2.972 -0.027 -6.137
C: -3.422 -0.012 -7.483
C: -3.761 -1.195 -8.120
C: -3.606 -2.406 -7.433
C: -3.062 -2.410 -6.133
H: -2.797 0.882 -5.581
H: -3.609 0.898 -8.035
H: -4.155 -1.114 -9.122
H: -3.851 -3.310 -7.971
H: -2.825 -3.338 -5.635
F: 1.090 -6.850 -2.971
C: 1.358 -5.535 -3.200
C: 1.524 -5.038 -4.487
C: 1.776 -3.684 -4.652
C: 1.816 -2.860 -3.590
C: 1.693 -3.387 -2.272
C: 1.445 -4.728 -2.122
H: 1.358 -5.680 -5.339
H: 1.898 -3.312 -5.659
H: 1.910 -1.805 -3.804
H: 1.668 -2.729 -1.416
H: 1.230 -5.110 -1.135
F: 2.663 -1.310 7.620
C: 2.788 -0.719 6.427
C: 1.656 -0.499 5.609
C: 1.859 0.062 4.340
C: 3.128 0.540 3.959
C: 4.251 0.337 4.765
C: 4.067 -0.289 6.015
H: 0.695 -0.890 5.910
H: 1.019 0.245 3.687
H: 3.296 1.000 2.997
H: 5.206 0.737 4.459
H: 4.931 -0.435 6.646
C: -0.593 2.960 -3.699
C: -0.544 3.828 -2.448
C: 0.811 4.405 -2.140
C: 1.006 4.950 -0.746
N: 1.151 5.418 0.320
H: 0.225 2.239 -3.658
H: -0.382 3.554 -4.588
H: -1.516 2.413 -3.892
H: -0.870 3.218 -1.606
H: -1.279 4.631 -2.501
H: 1.033 5.154 -2.901
H: 1.588 3.645 -2.221
C: 2.521 4.300 3.149
C: 1.171 4.720 3.725
C: 1.230 5.999 4.560
C: 0.019 6.264 5.393
N: -0.933 6.416 5.992
H: 2.300 3.434 2.525
H: 3.294 3.953 3.834
H: 3.029 5.086 2.591
H: 0.768 3.929 4.357
H: 0.477 4.858 2.896
H: 1.299 6.876 3.916
H: 2.124 6.017 5.184
C: -1.686 -4.408 0.008
C: -2.108 -5.046 -1.257
C: -2.536 -4.028 -2.370
C: -3.288 -2.831 -1.934
N: -3.930 -1.940 -1.578
H: -2.482 -4.007 0.636
H: -1.027 -3.553 -0.145
H: -1.173 -5.106 0.669
H: -2.919 -5.746 -1.056
H: -1.244 -5.553 -1.687
H: -3.252 -4.479 -3.058
H: -1.709 -3.664 -2.978
C: -0.500 -0.454 -1.113
C: 0.888 -0.033 -0.697
C: 1.093 1.323 -0.047
C: 0.323 1.569 1.230
N: -0.252 1.799 2.180
H: -1.150 0.389 -1.349
H: -0.875 -1.064 -0.292
H: -0.550 -1.135 -1.963
H: 1.600 -0.136 -1.516
H: 1.233 -0.709 0.085
H: 0.930 2.235 -0.621
H: 2.099 1.359 0.371
C: -1.204 -2.302 3.446
C: -0.895 -3.801 3.691
C: 0.604 -4.145 3.587
C: 1.229 -3.695 2.260
N: 1.664 -3.333 1.261
H: -2.250 -2.058 3.257
H: -0.646 -1.900 2.600
H: -0.858 -1.837 4.369
H: -1.268 -4.457 2.904
H: -1.404 -4.115 4.602
H: 0.959 -5.130 3.891
H: 0.969 -3.519 4.401
C: 0.445 0.953 -6.924
C: 1.663 0.053 -7.219
C: 2.939 0.520 -6.548
C: 2.801 0.633 -5.098
N: 2.692 0.748 -3.939
H: 0.299 1.087 -5.852
H: -0.468 0.463 -7.263
H: 0.586 1.934 -7.378
H: 1.908 0.043 -8.281
H: 1.430 -0.977 -6.948
H: 3.145 1.535 -6.888
H: 3.789 -0.067 -6.894
C: -3.563 0.603 2.141
C: -4.746 0.740 1.186
C: -5.702 -0.463 1.334
C: -6.880 -0.527 0.432
N: -7.809 -0.542 -0.278
H: -3.881 0.566 3.183
H: -2.869 1.439 2.056
H: -3.109 -0.385 2.074
H: -4.367 0.831 0.168
H: -5.185 1.718 1.385
H: -6.049 -0.403 2.365
H: -5.205 -1.432 1.280
C: 4.798 -0.736 0.353
C: 5.412 0.578 0.934
C: 5.803 1.521 -0.218
C: 4.667 2.309 -0.768
N: 3.829 2.991 -1.143
H: 5.483 -1.174 -0.373
H: 3.828 -0.433 -0.041
H: 4.583 -1.466 1.132
H: 6.235 0.321 1.601
H: 4.729 1.037 1.649
H: 6.366 1.077 -1.039
H: 6.588 2.210 0.092

=====

The following is a DFT calculation (ωB97M-V/def2-TZVPD) of a molecular structure, C24H43F5OP2RhTe in a non-equilibrium geometry.

Its largest force on an atom is 5.95 eV/Å. For the relative energy (zero: lowest compared OMol25 entry of this formula, charge and spin), the calculation gives 97.3 kJ/mol. Its charge is +1. As for the spin multiplicity: 5. As for the LUMO energy (alpha / beta): -3.3 / -7.3 eV. The gap between HOMO and LUMO (alpha / beta) is 4.64 / 3.57 eV.

Element x y z (Å)
Rh: 0.359 0.408 -0.655
C: 0.656 0.153 1.396
C: 1.794 0.758 0.785
C: -0.031 2.123 0.385
C: -0.460 1.019 1.184
C: 1.379 1.978 0.150
C: 0.626 -1.102 2.199
H: 1.365 -1.824 1.847
H: -0.357 -1.573 2.136
H: 0.824 -0.888 3.256
C: -1.834 0.842 1.740
H: -1.848 0.068 2.509
H: -2.535 0.524 0.959
H: -2.219 1.776 2.170
C: -0.933 3.229 -0.068
H: -0.994 4.035 0.679
H: -1.948 2.839 -0.211
H: -0.573 3.656 -1.010
C: 2.268 2.910 -0.607
H: 2.498 3.801 -0.013
H: 1.783 3.230 -1.533
H: 3.206 2.408 -0.856
C: 3.201 0.248 0.858
H: 3.792 0.845 1.567
H: 3.696 0.308 -0.119
H: 3.215 -0.798 1.190
C: -0.708 -2.073 -1.274
C: 0.233 -2.995 -1.042
C: 1.658 -2.755 -1.478
C: 1.722 -1.838 -2.725
C: 1.438 -0.388 -2.478
C: 0.254 0.285 -2.876
C: -1.187 -0.188 -2.921
C: -1.501 -1.643 -2.447
H: 2.179 -3.692 -1.725
H: 1.009 -2.207 -3.483
H: 2.241 -2.279 -0.653
H: -1.434 -2.389 -3.259
H: -1.690 -1.913 -0.126
H: 0.026 -3.908 -0.457
H: -2.559 -1.634 -2.116
H: -1.792 0.476 -2.255
H: 0.412 1.243 -3.392
H: -1.591 -0.035 -3.948
H: 2.735 -1.901 -3.163
H: 2.336 0.239 -2.525
P: -0.675 -1.248 -5.895
P: -0.583 1.787 -6.747
C: -0.773 -0.870 -7.727
C: -1.297 0.541 -7.972
H: -1.442 -1.619 -8.179
H: 0.226 -1.008 -8.170
H: -1.073 0.884 -8.995
H: -2.391 0.594 -7.837
C: -1.472 3.179 -7.584
H: -1.174 4.131 -7.133
H: -2.552 3.046 -7.435
H: -1.271 3.216 -8.665
C: 1.055 1.987 -7.594
H: 0.957 2.014 -8.689
H: 1.713 1.156 -7.307
H: 1.509 2.925 -7.248
C: -2.438 -1.863 -5.826
H: -2.717 -2.200 -4.817
H: -2.573 -2.687 -6.542
H: -3.109 -1.041 -6.114
C: 0.320 -2.791 -6.155
H: 1.281 -2.491 -6.612
H: -0.199 -3.483 -6.840
H: 0.530 -3.300 -5.200
F: -2.446 -2.256 3.211
Te: -2.859 -3.273 1.663
F: -3.469 -4.658 2.796
F: -3.193 -4.349 0.141
F: -1.078 -3.966 1.700
F: -4.626 -2.648 1.691
O: -2.440 -1.748 0.601

=====

The following is a DFT calculation (ωB97M-V/def2-TZVPD) of C23H25N3O5S in the gas phase in a non-equilibrium geometry.

Its largest force on an atom is 1.25 eV/Å. For the relative energy (zero: lowest compared OMol25 entry of this formula, charge and spin), the calculation gives 117.6 kJ/mol. Its charge is 0. Its structure (SMILES) is CC(C)OCCCNC(=O)c1ccc2c(=O)n(Cc3ccc4c(c3)OCO4)c(=S)[nH]c2c1. As for the LUMO energy: -0.3 eV. The gap between HOMO and LUMO is 7.73 eV.

Element x y z (Å)
C: -6.632 -2.620 -0.620
C: -7.524 -1.486 -0.108
C: -8.639 -2.031 0.779
O: -6.809 -0.548 0.679
C: -5.934 0.297 -0.024
C: -5.481 1.398 0.933
C: -4.593 2.446 0.262
N: -3.318 1.913 -0.164
C: -2.197 2.060 0.578
O: -2.154 2.707 1.604
C: -0.987 1.365 0.030
C: -0.751 1.229 -1.341
C: 0.395 0.605 -1.784
C: 1.321 0.099 -0.872
C: 2.538 -0.567 -1.347
O: 2.802 -0.727 -2.520
N: 3.397 -1.023 -0.349
C: 4.643 -1.657 -0.764
C: 5.825 -0.751 -0.531
C: 5.806 0.543 -1.032
C: 6.864 1.424 -0.828
C: 7.937 0.956 -0.111
C: 7.965 -0.348 0.388
C: 6.922 -1.218 0.196
O: 9.144 -0.554 1.052
C: 9.852 0.664 0.972
O: 9.096 1.599 0.231
C: 3.164 -0.889 0.992
S: 4.174 -1.469 2.152
N: 2.020 -0.256 1.372
C: 1.090 0.246 0.501
C: -0.063 0.887 0.945
H: -7.241 -3.366 -1.124
H: -5.889 -2.252 -1.324
H: -6.121 -3.089 0.217
H: -7.967 -0.961 -0.974
H: -9.267 -2.716 0.217
H: -9.247 -1.212 1.151
H: -8.206 -2.552 1.627
H: -5.064 -0.267 -0.396
H: -6.452 0.739 -0.893
H: -6.368 1.886 1.336
H: -4.943 0.942 1.765
H: -4.369 3.240 0.978
H: -5.102 2.875 -0.606
H: -3.318 1.266 -0.936
H: -1.446 1.640 -2.057
H: 0.607 0.493 -2.836
H: 4.763 -2.587 -0.206
H: 4.533 -1.874 -1.831
H: 4.953 0.877 -1.602
H: 6.846 2.429 -1.215
H: 6.947 -2.215 0.602
H: 10.821 0.496 0.475
H: 10.029 1.055 1.987
H: 1.877 -0.163 2.370
H: -0.248 1.023 2.000